Entry 1:
The following is a quantum chemistry calculation of a structure of composition C27H64BI2PS, from the OMol25 dataset.

As for the gap between HOMO and LUMO: 7.36 eV. The calculation puts the highest occupied orbital energy at -8.68 eV. The LUMO energy comes out at -1.32 eV.

Geometry as ORCA input:
```
! RIJCOSX wB97M-V def2-TZVPD def2/J DEFGRID3
* xyz 0 1
C 3.68 1.46 4.62
C 3.30 0.38 3.64
I 5.12 -0.60 2.99
C 2.30 -0.63 4.23
I 3.26 -1.98 5.63
B 1.09 0.05 4.94
P 0.00 1.44 4.12
S 0.82 2.55 2.73
H 4.34 2.18 4.15
H 2.80 2.01 4.96
H 4.20 1.03 5.48
H 2.90 0.75 2.71
H 1.94 -1.30 3.44
H 0.75 -0.31 6.02
H -0.51 2.20 5.18
H -1.14 0.76 3.66
C -5.00 0.50 -1.38
C -4.61 -0.58 -0.38
C -3.97 -0.01 0.89
C -2.68 0.77 0.67
C -1.56 -0.01 -0.03
C -1.08 -1.23 0.76
H -4.12 1.07 -1.70
H -5.45 0.08 -2.27
H -5.71 1.21 -0.94
H -3.92 -1.29 -0.85
H -5.49 -1.15 -0.10
H -3.79 -0.84 1.59
H -4.69 0.65 1.39
H -2.31 1.11 1.64
H -2.89 1.67 0.09
H -0.72 0.66 -0.18
H -1.89 -0.32 -1.02
H -0.70 -0.93 1.74
H -0.27 -1.73 0.23
H -1.88 -1.96 0.91
C 4.71 -9.33 7.04
C 5.43 -8.27 7.87
C 4.48 -7.23 8.48
C 3.69 -6.41 7.46
C 4.54 -5.64 6.45
C 5.46 -4.60 7.10
H 4.18 -8.90 6.19
H 5.42 -10.06 6.64
H 3.99 -9.88 7.65
H 6.18 -7.77 7.25
H 5.97 -8.76 8.68
H 5.05 -6.56 9.12
H 3.77 -7.74 9.13
H 3.06 -5.70 8.00
H 3.00 -7.06 6.91
H 3.88 -5.14 5.75
H 5.14 -6.33 5.86
H 4.88 -3.87 7.67
H 6.04 -4.07 6.34
H 6.17 -5.07 7.78
C -1.15 6.23 -3.57
C -2.67 6.31 -3.42
C -3.22 5.38 -2.34
C -2.99 3.89 -2.60
C -3.58 3.37 -3.91
C -5.09 3.50 -3.99
H -0.83 5.23 -3.86
H -0.80 6.92 -4.34
H -0.65 6.49 -2.64
H -3.15 6.10 -4.38
H -2.94 7.34 -3.16
H -4.29 5.56 -2.22
H -2.76 5.64 -1.38
H -3.42 3.32 -1.77
H -1.91 3.68 -2.58
H -3.31 2.31 -4.02
H -3.12 3.88 -4.77
H -5.56 2.96 -3.17
H -5.48 3.10 -4.93
H -5.42 4.54 -3.92
C -1.03 3.95 -6.82
C -1.55 2.54 -7.07
C -0.68 1.45 -6.45
C 0.75 1.39 -6.97
C 0.87 1.19 -8.48
C 0.27 -0.13 -8.97
H -0.04 4.10 -7.25
H -1.69 4.69 -7.26
H -0.97 4.15 -5.75
H -1.65 2.37 -8.15
H -2.56 2.45 -6.66
H -1.17 0.48 -6.59
H -0.65 1.61 -5.36
H 1.27 0.57 -6.46
H 1.28 2.30 -6.69
H 1.93 1.21 -8.75
H 0.41 2.02 -9.01
H 0.75 -0.98 -8.49
H 0.40 -0.24 -10.05
H -0.80 -0.18 -8.76
*
```

Entry 2:
The following is a quantum chemistry calculation of a cluster of 8 separate species, C27H64N8O7 in total, from the OMol25 dataset.

As for the gap between HOMO and LUMO: 9.06 eV. The calculation puts the highest occupied orbital energy at -8.93 eV. The LUMO energy comes out at 0.13 eV. Its energy relative to the best compared isomer or geometry (same formula, charge and spin) is 1.324 eV. As for the SMILES: CCN(CC)CC.CNC(C)=O.CNC(C)=O.CNC(C)=O.CNC(C)=O.CNC(C)=O.CNC(C)=O.CNC(C)=O.

Geometry as ORCA input:
```
! RIJCOSX wB97M-V def2-TZVPD def2/J DEFGRID3
* xyz 0 1
C 1.71 6.39 4.75
C 2.96 5.52 4.62
N 2.66 4.24 3.94
C 3.93 3.61 3.58
C 4.70 4.28 2.45
C 1.90 3.35 4.85
C 1.39 2.11 4.11
H 1.30 6.50 3.74
H 2.03 7.38 5.08
H 0.89 6.07 5.38
H 3.65 6.05 3.97
H 3.46 5.47 5.60
H 4.54 3.33 4.45
H 3.63 2.63 3.19
H 5.31 3.55 1.93
H 4.06 4.73 1.70
H 5.40 5.05 2.77
H 1.04 3.91 5.20
H 2.52 3.14 5.74
H 1.10 2.44 3.11
H 0.50 1.70 4.57
H 2.17 1.35 4.11
C -7.06 -2.27 -4.11
C -6.07 -1.13 -3.86
O -6.10 -0.10 -4.51
N -5.20 -1.31 -2.84
C -4.12 -0.38 -2.57
H -7.98 -1.82 -4.47
H -7.37 -2.77 -3.19
H -6.65 -2.94 -4.86
H -5.20 -2.15 -2.28
H -3.18 -0.77 -2.93
H -4.07 -0.15 -1.51
H -4.29 0.62 -2.96
C -0.50 -2.66 2.14
C -0.59 -4.11 2.58
O 0.26 -4.91 2.24
N -1.67 -4.45 3.31
C -1.85 -5.77 3.87
H -0.23 -1.97 2.95
H -1.37 -2.26 1.62
H 0.40 -2.64 1.52
H -2.39 -3.76 3.44
H -2.59 -5.73 4.66
H -0.91 -6.13 4.29
H -2.16 -6.52 3.14
C 3.05 1.08 -3.88
C 3.64 2.06 -2.90
O 4.88 2.06 -2.81
N 2.85 2.73 -2.05
C 1.40 2.58 -2.08
H 2.70 1.69 -4.73
H 2.21 0.48 -3.54
H 3.85 0.54 -4.38
H 3.26 3.29 -1.32
H 1.06 1.54 -2.01
H 1.02 2.96 -3.03
H 0.92 3.16 -1.30
C -1.09 1.19 -4.32
C -1.55 2.47 -3.71
O -1.86 3.43 -4.40
N -1.74 2.40 -2.37
C -2.64 3.22 -1.61
H -1.79 0.44 -3.95
H -0.06 0.88 -4.14
H -1.24 1.20 -5.40
H -1.40 1.57 -1.91
H -2.86 4.17 -2.09
H -2.29 3.45 -0.60
H -3.61 2.72 -1.49
C -0.36 -2.04 -1.66
C -0.13 -0.79 -0.86
O -1.10 -0.07 -0.59
N 1.08 -0.53 -0.36
C 1.33 0.49 0.62
H 0.52 -2.67 -1.49
H -0.53 -1.73 -2.68
H -1.21 -2.62 -1.30
H 1.83 -1.21 -0.40
H 1.04 0.09 1.60
H 0.96 1.49 0.40
H 2.40 0.55 0.84
C 5.67 -2.57 -0.01
C 4.80 -1.54 -0.70
O 3.58 -1.62 -0.61
N 5.39 -0.52 -1.34
C 6.81 -0.29 -1.34
H 6.27 -2.15 0.80
H 6.38 -2.98 -0.72
H 5.01 -3.29 0.47
H 4.87 0.18 -1.86
H 7.33 -0.64 -0.45
H 7.03 0.78 -1.39
H 7.30 -0.78 -2.19
C -7.30 -4.44 0.25
C -5.95 -4.44 -0.42
O -5.81 -4.09 -1.60
N -4.89 -4.61 0.38
C -3.50 -4.52 -0.04
H -7.80 -3.51 -0.04
H -7.22 -4.44 1.34
H -7.92 -5.31 0.03
H -5.07 -4.87 1.33
H -3.32 -3.51 -0.42
H -3.34 -5.18 -0.89
H -2.83 -4.68 0.80
*
```

Entry 3:
The following is a quantum chemistry calculation of a cluster of 8 separate species, C27H65NO11 in total, from the OMol25 dataset.

As for the gap between HOMO and LUMO: 7.93 eV. The calculation puts the highest occupied orbital energy at -7.89 eV. The LUMO energy comes out at 0.04 eV. As for the SMILES: C=CNC(=O)OCCC(=O)O.CC(C)O.CC(C)O.CC(C)O.CC(C)O.CC(C)O.CC(C)O.CC(C)O.

Geometry as ORCA input:
```
! RIJCOSX wB97M-V def2-TZVPD def2/J DEFGRID3
* xyz 0 1
C 4.98 -1.83 0.01
C 4.37 -0.50 0.33
N 3.12 -0.50 1.22
C 2.12 0.36 0.41
O 2.06 1.67 0.66
O 1.36 -0.35 -0.63
C -0.08 0.05 -0.60
C -0.93 -1.38 -0.60
C -2.38 -1.30 0.14
O -3.17 -0.23 0.24
O -2.89 -2.58 0.73
H 5.29 -2.57 0.87
H 5.14 -2.19 -1.10
H 4.82 0.49 -0.13
H 2.75 -1.46 1.36
H -0.29 0.54 -1.67
H -0.35 0.76 0.29
H -0.25 -2.15 -0.01
H -1.11 -1.74 -1.72
H -3.06 -2.45 1.73
C 5.95 2.90 2.88
C 6.83 2.57 1.69
C 8.02 3.51 1.60
O 6.07 2.66 0.49
H 5.54 3.92 2.79
H 5.09 2.22 2.93
H 6.50 2.83 3.82
H 7.19 1.54 1.78
H 7.69 4.55 1.47
H 8.64 3.27 0.74
H 8.64 3.46 2.51
H 5.75 3.57 0.41
C -6.63 3.37 -2.18
C -5.85 2.08 -2.39
C -5.34 1.52 -1.07
O -4.75 2.34 -3.26
H -6.00 4.14 -1.73
H -6.98 3.77 -3.14
H -7.50 3.21 -1.53
H -6.49 1.34 -2.88
H -4.66 2.23 -0.58
H -4.77 0.60 -1.24
H -6.17 1.30 -0.39
H -4.17 2.99 -2.83
C 3.38 4.39 -2.58
C 3.08 4.67 -1.12
C 1.68 5.23 -0.94
O 4.03 5.59 -0.60
H 3.33 5.32 -3.17
H 4.40 4.00 -2.70
H 2.67 3.67 -3.01
H 3.17 3.74 -0.54
H 1.57 6.19 -1.47
H 1.48 5.44 0.12
H 0.92 4.54 -1.31
H 3.95 6.42 -1.11
C -9.22 3.05 -4.96
C -10.39 2.81 -4.02
C -11.68 3.35 -4.60
O -10.13 3.44 -2.77
H -9.06 4.12 -5.13
H -8.29 2.66 -4.52
H -9.38 2.56 -5.92
H -10.49 1.74 -3.83
H -11.62 4.43 -4.76
H -12.52 3.19 -3.91
H -11.92 2.87 -5.56
H -10.03 4.40 -2.93
C 7.91 -3.80 3.93
C 6.54 -3.14 4.07
C 6.21 -2.86 5.52
O 5.55 -4.00 3.52
H 7.93 -4.76 4.46
H 8.13 -4.01 2.88
H 8.70 -3.16 4.33
H 6.53 -2.21 3.50
H 6.18 -3.78 6.11
H 5.22 -2.39 5.61
H 6.95 -2.19 5.97
H 5.56 -4.83 4.02
C 7.42 -8.19 6.82
C 8.24 -7.00 6.35
C 9.50 -6.84 7.19
O 7.45 -5.82 6.45
H 7.10 -8.06 7.86
H 6.51 -8.29 6.22
H 7.99 -9.12 6.74
H 8.51 -7.13 5.30
H 9.25 -6.66 8.24
H 10.08 -5.97 6.85
H 10.14 -7.72 7.12
H 7.21 -5.69 7.38
C -11.18 -2.54 -5.60
C -10.36 -1.35 -6.06
C -9.10 -1.19 -5.23
O -11.15 -0.17 -5.97
H -11.50 -2.42 -4.56
H -12.09 -2.64 -6.20
H -10.61 -3.47 -5.68
H -10.09 -1.48 -7.12
H -9.35 -1.01 -4.18
H -8.52 -0.32 -5.57
H -8.46 -2.08 -5.30
H -11.39 -0.05 -5.03
*
```

Entry 4:
The following is a quantum chemistry calculation of a cluster of 7 separate species, C27H66ClFN2O15P2 in total, from the OMol25 dataset.

As for the gap between HOMO and LUMO: 8.59 eV. The calculation puts the highest occupied orbital energy at -8.60 eV. The LUMO energy comes out at 0.00 eV. As for the SMILES: NCP(C(=O)NC(=O)F)#P(O)Cl.COCCOC.COCCOC.COCCOC.COCCOC.COCCOC.COCCOC.

Geometry as ORCA input:
```
! RIJCOSX wB97M-V def2-TZVPD def2/J DEFGRID3
* xyz 0 1
N -2.21 4.32 0.98
C -1.76 3.64 -0.25
P -1.39 4.96 -1.51
C -0.84 4.09 -3.08
O -1.16 4.54 -4.14
N -0.11 2.86 -3.06
C 0.67 2.61 -1.91
O 0.51 1.69 -1.16
F 1.68 3.46 -1.70
P 0.40 6.03 -0.76
O 1.10 6.37 -2.21
Cl -0.39 7.86 -0.24
H -1.71 3.92 1.75
H -3.17 4.06 1.14
H -0.90 3.04 -0.01
H -2.56 3.06 -0.69
H 0.45 2.77 -3.89
H 1.95 5.94 -2.19
C -3.05 7.29 -4.01
O -4.19 7.45 -3.18
C -4.52 8.81 -2.94
C -5.69 9.26 -3.79
O -5.36 9.29 -5.17
C -5.84 8.17 -5.88
H -2.98 6.25 -4.29
H -3.12 7.90 -4.92
H -2.14 7.57 -3.46
H -3.66 9.46 -3.11
H -4.81 8.89 -1.88
H -5.97 10.27 -3.50
H -6.56 8.61 -3.61
H -6.93 8.23 -6.00
H -5.58 7.23 -5.39
H -5.39 8.19 -6.87
C 1.14 -3.23 0.41
O 2.53 -3.22 0.68
C 3.31 -3.81 -0.35
C 3.98 -2.76 -1.21
O 3.02 -2.01 -1.95
C 2.76 -0.74 -1.38
H 0.65 -2.59 1.15
H 0.92 -2.84 -0.59
H 0.74 -4.24 0.50
H 2.70 -4.47 -0.97
H 4.08 -4.42 0.13
H 4.63 -3.26 -1.93
H 4.59 -2.10 -0.59
H 3.61 -0.07 -1.54
H 2.54 -0.81 -0.31
H 1.89 -0.33 -1.89
C -1.63 -0.69 -1.06
O -2.69 -0.05 -1.76
C -2.48 -0.04 -3.17
C -3.32 -1.09 -3.86
O -2.90 -2.40 -3.51
C -3.73 -3.02 -2.55
H -1.97 -0.84 -0.03
H -1.39 -1.67 -1.49
H -0.75 -0.05 -1.05
H -1.42 -0.18 -3.40
H -2.78 0.95 -3.53
H -3.19 -0.98 -4.94
H -4.38 -0.95 -3.62
H -4.70 -3.29 -2.99
H -3.90 -2.37 -1.69
H -3.24 -3.93 -2.22
C -6.91 -0.71 2.05
O -5.69 -0.92 1.36
C -5.14 0.27 0.81
C -4.01 0.81 1.65
O -4.45 1.27 2.92
C -4.19 0.35 3.97
H -7.15 -1.62 2.59
H -6.84 0.12 2.76
H -7.72 -0.50 1.33
H -5.92 1.03 0.69
H -4.75 0.02 -0.18
H -3.56 1.66 1.14
H -3.23 0.04 1.77
H -3.12 0.32 4.20
H -4.54 -0.65 3.72
H -4.73 0.70 4.85
C 3.58 -6.21 3.01
O 4.09 -6.90 1.88
C 5.49 -6.73 1.72
C 6.26 -7.94 2.19
O 6.16 -8.12 3.59
C 5.23 -9.12 3.97
H 2.55 -6.55 3.17
H 4.16 -6.43 3.92
H 3.57 -5.14 2.83
H 5.84 -5.84 2.25
H 5.68 -6.59 0.65
H 7.32 -7.80 1.96
H 5.92 -8.84 1.66
H 5.63 -10.12 3.73
H 4.27 -8.99 3.47
H 5.08 -9.05 5.04
C 6.84 -2.24 2.45
O 5.58 -1.62 2.34
C 4.53 -2.39 2.94
C 4.15 -1.84 4.29
O 5.19 -1.99 5.25
C 5.91 -0.79 5.48
H 7.59 -1.52 2.14
H 7.05 -2.56 3.47
H 6.90 -3.11 1.78
H 4.82 -3.44 3.02
H 3.67 -2.34 2.27
H 3.28 -2.40 4.67
H 3.85 -0.79 4.21
H 5.30 -0.08 6.04
H 6.24 -0.33 4.54
H 6.79 -1.05 6.07
*
```